Here is a molecular structure, C22H22O3STl in a non-equilibrium geometry from the Open Molecules 2025 dataset. Energies are from ωB97M-V/def2-TZVPD.

Calculated values
E = -44840.0926 eV
LUMO energy = 2.72 eV
Frontier orbital gap = 5.0248 eV
Total charge = -1

XYZ file:
```
49
Properties=species:S:1:pos:R:3:forces:R:3:lowdin_charge:R:1
Tl -1.0274 -0.6469 -1.2397 1.527 -1.737 -1.751 0.76
S -1.2729 -2.0134 0.8291 0.741 0.478 1.432 0.66
O -0.3132 3.3537 -0.9046 0.620 0.572 -0.105 0.04
O -2.4281 -2.4187 -0.0418 -0.816 -1.436 1.002 -0.62
O -1.2160 1.3890 -1.3531 2.092 4.347 -1.437 -0.30
C -1.8155 -0.5081 1.6865 0.112 0.605 0.365 -0.42
C -0.3313 -4.1218 4.2031 -0.268 0.068 -0.109 -0.10
C 2.3463 2.2150 -1.5889 -0.421 -0.254 -0.350 -0.19
C 2.5331 2.7393 -0.1840 -0.070 0.018 0.643 -0.05
C 3.5188 1.9466 -2.3104 -0.863 -0.157 -0.300 -0.03
C -0.2517 -3.3197 3.0630 -0.392 -0.033 -0.084 -0.09
C -3.5246 1.1377 2.1911 0.427 -0.227 0.054 -0.08
C -0.9090 0.2075 2.4795 -0.325 0.030 0.121 -0.08
C -1.4012 -3.0498 2.3103 -1.225 -1.111 0.760 -0.37
C 4.7460 1.1668 -4.3485 0.428 -0.110 -0.288 -0.07
C -3.1228 -0.0291 1.5385 0.037 -0.158 0.197 -0.08
C 3.4686 1.4366 -3.6071 -0.323 0.025 0.023 -0.29
C -2.6253 -3.6064 2.6996 0.177 -0.240 0.458 -0.07
C 2.2297 1.1948 -4.2033 -0.013 0.380 0.867 -0.01
C -2.6205 1.8369 2.9892 -0.023 -0.047 -0.024 -0.10
C 1.0749 1.9573 -2.1830 1.087 -0.680 -0.893 -0.06
C -1.3134 1.3740 3.1323 -0.153 -0.263 -0.274 -0.08
C -2.7027 -4.4064 3.8407 0.165 0.143 -0.166 -0.09
C -0.2651 1.2502 -4.2667 -0.411 0.346 -0.325 -0.09
C -1.5567 -4.6618 4.5923 0.075 0.058 -0.066 -0.11
C -0.1913 2.2692 -1.4515 -3.072 -0.649 1.091 -0.58
C 1.0317 1.4511 -3.5156 0.270 0.036 0.106 -0.20
H 0.5623 -4.3296 4.7864 -0.104 0.039 -0.090 0.09
H 4.4850 2.1344 -1.8546 -0.008 0.025 0.083 0.11
H -0.6084 1.9233 3.7514 -0.070 -0.091 -0.126 0.10
H 3.1441 2.0157 0.3964 -0.130 0.441 -0.335 0.08
H -0.0896 0.9134 -5.3106 0.096 0.233 0.614 0.08
H 0.7119 -2.9132 2.7673 -0.110 0.032 -0.119 0.10
H -2.9348 2.7455 3.4969 0.066 -0.116 -0.089 0.09
H 5.3271 2.1082 -4.4452 -0.153 -0.595 0.019 0.08
H -0.8172 2.2122 -4.3122 0.178 -0.504 0.052 0.09
H 3.0698 3.7111 -0.2184 -0.295 -0.534 0.113 0.09
H -3.8357 -0.5632 0.9136 0.275 -0.032 0.019 0.11
H -3.5227 -3.4187 2.1140 0.264 0.044 -0.013 0.11
H 0.1154 -0.1351 2.5970 -0.095 -0.060 -0.080 0.11
H -4.5425 1.5006 2.0737 0.158 -0.060 -0.022 0.10
H -3.6572 -4.8324 4.1394 0.116 0.038 -0.017 0.09
H 2.1993 0.8190 -5.2193 -0.088 -0.015 0.007 0.10
H -1.6184 -5.2874 5.4795 0.026 0.078 -0.113 0.09
H 4.5528 0.7689 -5.3675 0.129 0.234 0.617 0.07
H 5.3519 0.4222 -3.7905 -0.175 0.445 -0.393 0.08
H -0.6421 -1.3092 -2.9373 -0.133 -0.011 -0.390 -0.12
H 1.5959 2.8803 0.3813 0.387 0.014 -0.522 0.07
H -0.9071 0.4902 -3.7982 0.285 0.390 -0.158 -0.02
```
Forces are in eV/Å.

***

Here is CHClO4S2 in the gas phase in a non-equilibrium geometry from the Open Molecules 2025 dataset. Energies are from ωB97M-V/def2-TZVPD.

Calculated values
E = -43430.9188 eV
LUMO energy = -0.49 eV
Frontier orbital gap = 8.3547 eV
Total charge = 0

XYZ file:
```
9
Properties=species:S:1:pos:R:3:forces:R:3:nbo_charge:R:1
Cl -1.6915 2.2830 0.9278 -0.299 0.199 0.138 -0.24
S 0.9220 -0.4364 1.3356 0.717 1.955 0.057 1.69
S -1.1389 0.7957 -0.3822 -0.445 -1.564 3.697 1.56
O 1.4979 -1.5540 0.0393 -1.425 0.180 -0.794 -0.63
O -1.0662 1.3833 -1.6338 0.527 1.627 -3.257 -0.86
O 0.4357 0.7521 0.2816 0.165 -0.618 0.493 -0.92
O -0.1949 -1.0709 1.9594 -0.491 -0.378 -0.279 -0.87
C 0.9466 -1.5452 -1.1084 0.354 -0.048 -1.212 0.20
H 0.2892 -0.6076 -1.4193 0.898 -1.353 1.158 0.07
```
Forces are in eV/Å.

***

Here is a molecular structure, C34H59As2Ge2IO3PdSi3 in a non-equilibrium geometry from the Open Molecules 2025 dataset. Energies are from ωB97M-V/def2-TZVPD.

Calculated values
E = -312271.6605 eV
LUMO energy (spin up / spin down) = -5.14 / -5.09 eV
Frontier orbital gap (spin up / spin down) = 5.0218 / 5.0759 eV
Multiplicity = 2
Total charge = +1
⟨S²⟩ = 0.80

XYZ file:
```
105
Properties=species:S:1:pos:R:3:forces:R:3:lowdin_spin:R:1
I 3.0256 -0.3201 5.6090 -0.048 -0.142 -0.456 0.00
Pd -0.1288 0.0706 -1.3162 1.944 0.371 -0.750 0.29
As 2.9933 2.0813 -1.9876 0.495 0.933 -1.103 0.00
As -2.2985 -0.1038 -0.6420 -1.257 -0.435 0.125 0.52
Ge -1.5498 -0.0288 3.0218 -0.772 0.357 -0.298 -0.01
Ge 0.2111 0.5525 1.1849 0.189 -1.681 4.023 -0.03
Si -4.8703 -0.8198 -1.1788 -0.769 -0.262 0.398 0.03
Si -0.6423 -1.5783 -2.9568 -0.928 -1.853 -0.936 -0.02
Si -1.6405 1.9035 -1.9976 -0.625 1.795 -1.064 0.07
O 1.6916 1.4991 -1.1504 -1.141 -0.473 0.762 0.01
O 3.7190 -0.5052 -1.3828 0.214 -0.071 -0.178 0.01
O 1.6705 -1.2800 -1.6516 -1.509 -0.213 -0.926 0.04
C 2.9329 -4.6382 2.4287 0.546 0.096 -0.049 0.00
C 2.6782 -1.0035 -0.9518 1.058 -0.026 1.243 0.00
C -5.6191 0.2129 0.2536 0.830 -0.417 -0.702 0.00
C 0.6722 -3.6921 2.3065 -0.092 -0.082 -0.122 0.00
C 2.5394 3.9573 -2.2760 0.072 -0.189 0.051 0.00
C 0.6269 -1.4012 -4.3864 -0.288 0.485 0.799 -0.01
C -1.1044 -0.2590 4.9595 0.131 0.146 -0.720 -0.01
C 4.7209 2.3012 -1.1427 -0.029 -0.108 0.046 0.00
C 3.3242 1.3666 -3.7638 0.083 -0.077 0.194 0.00
C 2.5566 -1.3060 0.5714 0.025 0.078 -1.154 0.00
C 1.4811 -4.7369 2.5428 -0.480 -0.084 -0.102 0.00
C 2.7642 -0.9870 3.6001 -0.512 -0.158 0.925 0.00
C -2.5091 -1.7236 2.5195 0.455 0.525 -0.172 0.00
C -0.6614 -3.2759 -2.0445 0.315 0.947 -0.267 0.00
C 3.6007 -0.5781 1.3250 0.239 -0.004 0.517 0.00
C 2.5268 -2.7750 1.0440 -0.367 -0.161 0.181 0.00
C 1.4135 1.8237 2.1865 -0.456 0.256 -1.504 0.00
C -2.3761 -1.4821 -3.8063 0.761 0.250 0.521 0.01
C -2.8922 1.4513 2.8832 0.410 -0.525 0.046 0.01
C 1.8459 3.1820 4.1255 0.026 0.048 0.268 0.00
C -4.8719 -2.7026 -0.7656 0.542 1.065 -0.284 0.01
C 3.5106 -3.6572 1.7180 -0.021 -0.053 -0.040 0.00
C 1.0695 -1.2842 1.0318 -0.255 0.554 -1.533 0.00
C 1.3942 -2.4114 2.0311 -0.115 -0.254 0.089 0.00
C -3.4063 2.3712 -2.5997 0.592 -0.518 0.389 0.04
C -5.7826 -0.4682 -2.8408 1.010 0.085 0.657 0.00
C 3.1240 3.4569 3.6687 -0.045 -0.029 -0.030 0.00
C -1.1666 3.2645 -0.7374 0.071 -0.837 -0.289 0.00
C 2.6671 2.1664 1.7039 0.335 0.151 -0.427 0.00
C -0.6027 1.9770 -3.6149 0.107 -0.209 0.689 0.00
C 1.7664 -1.8381 3.3583 0.364 0.334 0.433 0.00
C 3.5267 2.9599 2.4414 0.017 -0.044 -0.041 0.00
C 3.7072 -0.4670 2.6496 0.504 0.071 -0.386 0.00
C 0.9932 2.3815 3.3856 -0.488 -0.221 -0.064 0.00
H -2.0444 -0.1836 5.4975 -0.228 0.037 0.013 0.00
H 2.4383 4.4378 -1.3000 0.016 -0.104 -0.044 0.00
H -3.1260 -1.9928 -3.2092 -0.068 -0.113 0.147 0.00
H 2.9972 1.7973 0.7421 -0.163 0.004 0.226 0.00
H -5.3947 1.2670 0.1196 0.000 0.189 -0.042 0.00
H 3.5312 -5.3943 2.9169 0.053 -0.031 0.025 0.00
H -2.3191 -2.4896 3.2649 0.066 -0.077 0.096 0.00
H 5.1837 1.3689 -0.8372 -0.203 -0.092 0.003 0.00
H 2.0587 -3.3592 0.2342 -0.101 0.136 0.158 0.00
H 4.5149 3.1743 2.0579 0.078 0.045 0.023 0.00
H -1.1840 4.2456 -1.2012 -0.053 0.165 -0.217 0.00
H -5.8606 -3.0391 -0.4674 -0.253 0.193 0.078 0.00
H 4.5763 -3.5400 1.5984 0.148 -0.128 0.001 0.00
H -0.9058 -4.0590 -2.7552 -0.133 -0.102 -0.280 0.00
H 0.3124 -3.5107 -1.6262 0.113 0.047 0.095 0.00
H 1.5137 3.5943 5.0673 -0.047 -0.026 0.064 0.00
H -2.7209 -0.4673 -3.9853 -0.011 0.158 -0.059 0.00
H 5.3394 2.7545 -1.9167 0.007 0.072 -0.058 0.00
H -0.0060 2.1769 3.7481 -0.023 0.092 0.092 0.00
H -2.1877 -2.0852 1.5416 0.021 -0.110 0.005 0.01
H -1.8652 3.2794 0.0978 -0.122 -0.048 0.075 0.00
H -6.6956 0.1040 0.3297 -0.209 -0.166 -0.142 0.00
H -3.7530 1.7275 -3.3985 -0.029 -0.243 -0.210 0.00
H 0.9383 -2.3886 -4.7142 -0.062 -0.305 0.097 0.00
H 1.1363 -2.1787 4.1697 0.060 0.113 0.117 0.00
H 0.4862 -1.7817 0.2311 0.488 0.221 0.270 0.00
H -0.6888 -1.2432 5.1438 0.103 -0.114 -0.015 0.00
H -4.1351 2.3310 -1.7971 -0.140 0.049 0.195 0.00
H -5.2398 -0.8387 -3.7045 0.105 -0.077 -0.081 0.00
H 4.5575 0.0627 3.0512 0.111 0.042 0.032 0.00
H -5.1680 -0.0993 1.1911 0.040 -0.057 0.171 0.00
H -3.2137 1.5510 1.8461 -0.023 0.051 -0.020 0.01
H -0.9570 1.2680 -4.3607 -0.104 -0.063 -0.030 0.00
H 1.0691 -5.6897 2.8462 -0.075 -0.026 0.035 0.00
H 4.4046 -0.2026 0.7049 -0.031 0.077 0.041 0.00
H 3.8004 4.0547 4.2599 0.011 0.115 0.060 0.00
H 4.6464 3.0014 -0.3105 -0.082 -0.064 -0.059 0.00
H -1.4049 -3.3049 -1.2464 -0.050 0.107 0.003 0.00
H 0.4448 1.7487 -3.4002 -0.132 0.048 -0.114 0.00
H 4.0823 2.0154 -4.2023 -0.004 0.050 -0.048 0.00
H 3.7190 0.3553 -3.6832 -0.083 0.070 0.133 0.00
H -0.1636 3.1039 -0.3427 0.123 0.021 0.032 0.00
H -4.5731 -3.3059 -1.6172 0.111 -0.028 -0.173 0.00
H -2.3122 -1.9847 -4.7645 0.069 -0.180 -0.282 0.00
H 1.5201 -0.8788 -4.0576 0.053 -0.026 0.034 0.00
H -4.1792 -2.8978 0.0504 0.021 -0.060 0.118 0.00
H -3.5804 -1.5404 2.4767 -0.094 0.075 0.029 0.00
H 3.3371 4.4483 -2.8300 0.032 0.041 -0.046 0.00
H -3.7565 1.2229 3.4996 -0.170 -0.042 0.084 0.00
H -0.6478 2.9726 -4.0490 -0.139 0.228 -0.010 0.00
H 1.5998 4.0693 -2.8175 0.056 -0.153 0.007 0.00
H -3.3839 3.3819 -2.9862 0.104 0.363 -0.082 0.00
H 2.4387 1.3761 -4.4010 -0.008 0.100 0.217 0.00
H -0.3989 -3.7266 2.4207 -0.211 -0.157 0.138 0.00
H -2.4769 2.3965 3.2193 0.082 0.142 0.004 0.00
H -0.4230 0.4891 5.3471 0.139 0.083 0.011 0.00
H -5.9620 0.5918 -2.9825 0.039 0.208 0.050 0.00
H 0.2032 -0.8819 -5.2426 -0.199 0.062 -0.011 0.00
H -6.7505 -0.9611 -2.8282 -0.135 -0.232 0.282 0.00
```
Forces are in eV/Å.

***

Here is a molecular structure, C4H7NS in a non-equilibrium geometry from the Open Molecules 2025 dataset. Energies are from ωB97M-V/def2-TZVPD.

Calculated values
E = -16579.7181 eV
LUMO energy (spin up / spin down) = -0.80 / 0.32 eV
Frontier orbital gap (spin up / spin down) = 7.3411 / 8.6507 eV
Total charge = 0

XYZ file:
```
13
Properties=species:S:1:pos:R:3:forces:R:3:nbo_charge:R:1
S 2.2006 1.0677 -0.0816 0.261 0.073 0.029 0.41
N 2.0382 -0.6369 0.0731 1.886 -2.960 -0.007 -0.67
C 0.5535 0.6608 -0.5061 -1.036 -0.165 -0.321 -0.21
C 0.7083 -0.6860 -0.2361 -1.280 1.338 -0.966 0.01
C -0.1522 -1.8994 -0.2440 -1.557 -1.428 0.200 -0.66
C -1.7743 2.5499 0.4860 -2.395 -2.643 -1.548 -0.48
H -0.9577 -2.1426 -1.0997 2.017 1.289 1.783 0.25
H -2.5928 1.7334 0.4722 1.482 1.698 0.121 0.17
H 0.4767 -2.8101 -0.1908 -0.140 0.451 -0.099 0.22
H -1.2277 2.7337 1.3256 0.979 0.478 2.521 0.15
H -1.2303 2.7191 -0.3995 0.116 0.332 -1.196 0.17
H 2.6478 -1.4021 -0.3452 -0.477 1.722 0.486 0.39
H -0.6901 -1.8874 0.7460 0.141 -0.185 -1.002 0.24
```
Forces are in eV/Å.

***

For reference, ΔE to the lowest compared entry with this formula, charge and spin by record: 10.4; 10.1; 161.4; 166.3 kcal per mole.